1.
C22H21N6OPt as an isolated structure. Source: the OMol25 dataset; level of theory: ωB97M-V with the def2-TZVPD basis set.

The geometry in XYZ format:
```
51
Properties=species:S:1:pos:R:3:mulliken_charge:R:1
Pt 0.051 -0.208 -0.359 0.59
C 4.994 -2.938 -0.144 -0.49
C 5.037 -1.810 0.665 -0.85
C 4.073 -0.824 0.532 -0.13
C 3.045 -0.989 -0.402 0.09
C 2.979 -2.140 -1.192 -0.23
C 3.968 -3.098 -1.075 -0.84
N 2.061 -0.001 -0.571 -0.29
C 2.418 1.326 -0.726 0.23
C 3.686 1.804 -0.971 0.06
C 3.907 3.217 -1.130 -0.85
C 2.865 4.114 -1.098 -0.64
C 1.561 3.661 -0.908 -0.59
C 1.331 2.268 -0.728 0.88
N 0.142 1.708 -0.573 0.72
N -1.011 2.476 -0.581 -0.93
C -2.059 1.710 -0.381 0.34
C -3.351 2.305 -0.364 -0.45
C -4.461 1.518 -0.160 -0.33
C -4.289 0.155 0.042 -0.72
C -3.000 -0.392 0.026 0.35
N -1.913 0.326 -0.184 -0.46
H 5.765 -3.692 -0.058 0.47
H 5.826 -1.694 1.395 0.44
H 4.084 0.048 1.173 0.59
H 2.206 -2.220 -1.947 0.66
H 3.966 -3.959 -1.730 0.49
H 4.517 1.120 -1.078 0.62
H 4.917 3.569 -1.288 0.43
H 3.053 5.170 -1.234 0.45
H 0.719 4.338 -0.898 0.53
H -3.415 3.373 -0.514 0.49
H -5.451 1.954 -0.154 0.47
H -5.135 -0.494 0.220 0.40
H -2.851 -1.448 0.204 0.35
N -0.022 -2.208 -0.075 -0.72
C 0.002 -3.353 0.005 0.79
N 0.056 -4.691 0.048 0.01
C -0.511 -5.488 -1.007 -0.48
C -1.816 -6.186 -0.405 -0.37
O -1.411 -6.860 0.731 -0.21
C -0.967 -6.073 1.776 -0.37
C 0.380 -5.376 1.269 -0.47
H 0.186 -6.278 -1.284 0.32
H -0.783 -4.882 -1.868 0.46
H -2.179 -6.908 -1.133 0.38
H -2.564 -5.419 -0.190 0.33
H -0.717 -6.714 2.619 0.38
H -1.687 -5.299 2.054 0.32
H 1.100 -6.167 1.066 0.32
H 0.749 -4.691 2.029 0.46
```

Properties
⟨S²⟩: 6.068
Total charge: +3
Calculated total energy, Ha: -1372.89338
2S+1: 5
E_HOMO (spin up / spin down), eV: -15.928 / -17.303
Orbital gap (spin up / spin down), eV: 7.85 / 4.02

=====

2.
One molecule with the formula C22H21N7O2. Source: the OMol25 dataset; level of theory: ωB97M-V with the def2-TZVPD basis set.

The geometry in XYZ format:
```
52
Properties=species:S:1:pos:R:3:mulliken_charge:R:1
C -3.579 0.933 0.758 -0.89
C -2.846 0.811 1.848 0.47
C -2.592 1.921 2.823 -1.08
N -1.181 2.255 2.860 -0.02
C -0.400 1.937 3.905 0.52
O -0.824 1.448 4.935 -0.69
C 1.097 2.220 3.758 -0.29
C 1.513 3.304 2.750 -0.98
C 1.492 2.714 1.363 0.48
O 0.548 2.785 0.603 -0.67
N 2.632 2.045 1.012 -0.15
N 2.549 1.092 -0.002 -0.36
C 1.597 0.117 0.184 0.89
N 1.187 -0.189 1.368 -0.40
C 0.266 -1.190 1.527 -0.13
C -0.177 -1.501 2.819 -0.17
C -1.113 -2.492 3.004 -0.64
C -1.633 -3.200 1.918 -0.62
C -1.214 -2.915 0.641 -0.62
C -0.262 -1.913 0.432 0.65
C 0.227 -1.553 -0.853 0.27
N -0.023 -1.987 -2.067 -0.64
C 0.765 -1.222 -2.865 0.15
C 0.802 -1.376 -4.305 0.45
C 0.001 -2.336 -4.918 -0.37
C 0.036 -2.489 -6.291 -0.66
C 0.866 -1.689 -7.059 -0.36
C 1.665 -0.732 -6.452 -0.64
C 1.636 -0.572 -5.080 -0.35
N 1.494 -0.332 -2.205 -1.72
N 1.158 -0.539 -0.927 1.06
H -3.726 0.113 0.076 0.31
H -4.071 1.859 0.506 0.25
H -2.354 -0.122 2.083 0.11
H -3.164 2.812 2.548 0.42
H -2.866 1.606 3.835 0.36
H -0.780 2.550 1.979 0.28
H 1.455 2.486 4.754 0.44
H 1.557 1.266 3.484 0.15
H 0.829 4.152 2.800 0.37
H 2.521 3.649 2.988 0.39
H 3.312 1.824 1.729 0.33
H 2.579 1.460 -0.949 0.29
H 0.213 -0.943 3.655 0.42
H -1.455 -2.719 4.002 0.43
H -2.370 -3.971 2.087 0.41
H -1.599 -3.445 -0.217 0.54
H -0.639 -2.949 -4.302 0.46
H -0.586 -3.234 -6.766 0.38
H 0.892 -1.810 -8.132 0.39
H 2.311 -0.109 -7.053 0.38
H 2.252 0.167 -4.592 0.45
```

Properties
SMILES: C=CCNC(=O)CCC(=O)NNc1nc2ccccc2c2nc(-c3ccccc3)nn12
Calculated total energy, Ha: -1384.77600
E_HOMO, eV: -8.679
Orbital gap, eV: 8.88

=====

3.
One molecule with the formula C22H21NO2. Source: the OMol25 dataset; level of theory: ωB97M-V with the def2-TZVPD basis set.

The geometry in XYZ format:
```
46
Properties=species:S:1:pos:R:3:mulliken_charge:R:1
C 3.833 4.198 0.524 -0.75
O 4.428 2.985 0.100 -0.49
C 3.585 1.877 0.048 -0.08
C 4.268 0.634 0.287 0.72
C 5.769 0.348 0.509 -1.67
N 3.536 -0.489 0.123 -0.11
C 2.086 -0.604 0.011 0.01
C 1.490 -1.850 0.090 -1.11
C 0.051 -1.971 -0.081 -1.02
C -0.677 -0.806 -0.340 1.03
C -0.095 0.429 -0.250 0.81
C 1.336 0.573 -0.159 0.21
C 2.107 1.895 -0.258 0.94
O 1.594 2.842 -0.721 -0.60
C -0.978 1.592 -0.366 -1.83
C -1.406 1.844 -1.796 -0.45
C -2.756 1.266 -2.061 -0.94
C -2.931 -0.144 -1.431 -1.28
C -2.132 -1.023 -0.543 0.28
C -2.917 -2.029 0.216 0.56
C -2.653 -2.287 1.539 0.07
C -3.510 -2.944 2.418 -1.05
C -4.647 -3.576 1.934 -0.23
C -4.957 -3.418 0.573 -0.86
C -4.112 -2.594 -0.197 -0.03
H 3.141 4.134 1.351 0.34
H 4.660 4.831 0.830 0.27
H 3.333 4.662 -0.370 0.24
H 6.284 0.161 -0.463 0.28
H 5.855 -0.506 1.098 0.45
H 6.223 1.223 0.863 0.44
H 4.105 -1.324 0.225 0.20
H 2.119 -2.717 0.165 0.37
H -0.455 -2.929 -0.019 0.59
H -0.475 2.464 0.082 0.54
H -1.857 1.544 0.233 0.64
H -0.647 1.463 -2.548 0.30
H -1.453 2.907 -1.903 0.29
H -3.000 1.109 -3.117 0.47
H -3.538 1.943 -1.662 0.32
H -3.933 -0.481 -1.584 0.33
H -1.777 -1.791 1.936 0.35
H -3.266 -3.005 3.437 0.46
H -5.442 -4.082 2.481 0.33
H -5.851 -3.760 0.095 0.40
H -4.337 -2.590 -1.300 0.27
```

Properties
SMILES: COc1c(C)[nH]c2ccc3c(c2c1=O)CCCC=C3c1ccccc1
Calculated total energy, Ha: -1056.07569
E_HOMO, eV: -7.318
Orbital gap, eV: 7.79

=====

4.
One molecule with the formula C22H21NO5S. Source: the OMol25 dataset; level of theory: ωB97M-V with the def2-TZVPD basis set.

The geometry in XYZ format:
```
50
Properties=species:S:1:pos:R:3:mulliken_charge:R:1
C 3.110 -0.152 -5.125 -0.71
O 2.803 -0.318 -3.751 -0.24
C 2.856 -1.571 -3.285 -0.01
O 3.159 -2.522 -3.968 -0.62
C 2.501 -1.675 -1.859 -0.37
C 1.979 -0.665 -1.155 -0.30
C 1.582 -0.737 0.241 0.90
C 2.086 -1.729 1.092 -0.39
C 1.735 -1.785 2.425 -0.89
C 0.876 -0.837 2.961 -0.56
C 0.368 0.153 2.140 -0.64
C 0.702 0.192 0.800 -0.01
S -0.075 1.577 -0.047 1.51
O 0.113 1.547 -1.471 -0.71
O 0.348 2.755 0.646 -0.79
N -1.717 1.319 0.313 0.33
C -2.325 0.430 -0.665 -1.26
C -1.705 -0.936 -0.577 0.48
C -1.074 -1.508 -1.671 -0.20
C -0.516 -2.772 -1.575 -0.65
C -0.573 -3.467 -0.380 -0.56
C -1.200 -2.900 0.718 -0.71
C -1.770 -1.646 0.617 -0.09
C -2.443 2.563 0.547 -1.05
C -2.104 3.113 1.891 0.59
C -2.146 2.542 3.131 -0.35
C -1.680 3.527 4.035 -0.42
C -1.398 4.619 3.274 -0.68
O -1.656 4.376 1.982 -0.39
H 2.427 -0.739 -5.743 0.31
H 4.133 -0.479 -5.330 0.29
H 2.999 0.909 -5.334 0.23
H 2.651 -2.663 -1.449 0.32
H 1.799 0.278 -1.650 0.70
H 2.785 -2.450 0.697 0.45
H 2.142 -2.563 3.054 0.40
H 0.613 -0.866 4.007 0.45
H -0.290 0.920 2.518 0.28
H -3.393 0.361 -0.433 0.55
H -2.206 0.831 -1.680 0.33
H -1.012 -0.959 -2.598 0.32
H -0.032 -3.211 -2.434 0.49
H -0.134 -4.451 -0.304 0.42
H -1.250 -3.441 1.652 0.46
H -2.266 -1.201 1.467 0.42
H -2.203 3.319 -0.211 0.29
H -3.513 2.337 0.494 0.53
H -2.482 1.553 3.369 0.59
H -1.575 3.432 5.096 0.44
H -1.028 5.592 3.528 0.50
```

Properties
SMILES: COC(=O)/C=C/c1ccccc1S(=O)(=O)N(Cc1ccccc1)Cc1ccco1
Calculated total energy, Ha: -1680.03456
E_HOMO, eV: -8.604
Orbital gap, eV: 8.38

=====

5.
C22H22AsBO8S6SbTc as an isolated structure. Source: the OMol25 dataset; level of theory: ωB97M-V with the def2-TZVPD basis set.

The geometry in XYZ format:
```
62
Properties=species:S:1:pos:R:3:mulliken_charge:R:1
Tc 0.328 -0.686 -1.583 0.20
O 1.343 1.496 1.421 -0.61
As 2.423 0.154 1.070 1.20
O 3.976 0.565 1.249 -0.79
O 1.935 -0.399 -0.455 -0.91
C 1.956 -1.214 2.364 -0.25
C 2.934 -1.351 3.340 -0.81
C 2.797 -2.286 4.361 -0.63
C 1.683 -3.102 4.416 -0.66
C 0.697 -2.991 3.444 -0.64
C 0.843 -2.060 2.428 0.70
S -0.486 -1.996 1.270 1.56
O -0.785 -0.454 1.163 0.16
O -1.590 -2.743 1.762 -0.67
O 0.000 -2.311 -0.078 -0.84
H 1.832 2.325 1.312 0.27
H 3.809 -0.716 3.280 0.58
H 3.572 -2.371 5.112 0.43
H 1.570 -3.828 5.209 0.43
H -0.186 -3.613 3.473 0.56
S -2.476 -0.710 -5.742 -0.55
Sb -1.454 0.642 -4.317 0.73
S -1.749 -0.321 -1.993 -0.32
S 0.834 -0.390 -3.594 -0.26
S -1.142 2.835 -4.272 -0.48
C 1.601 8.120 0.356 -2.18
C 2.315 6.962 -0.342 2.17
C 2.702 7.419 -1.756 -1.60
C 3.586 6.633 0.454 -1.63
C 1.439 5.712 -0.435 0.37
C 0.145 5.665 0.085 -0.24
C -0.658 4.526 0.015 -1.83
C -0.117 3.428 -0.603 1.28
O -0.657 2.174 -0.789 -0.64
B 0.338 1.461 -1.428 2.00
O 1.452 2.231 -1.691 -0.56
C 1.159 3.463 -1.140 0.15
C 1.959 4.575 -1.070 -0.96
H 2.268 8.984 0.392 0.43
H 1.328 7.868 1.383 0.43
H 0.699 8.420 -0.180 0.43
H 3.326 8.314 -1.703 0.45
H 1.813 7.653 -2.344 0.36
H 3.264 6.650 -2.289 0.32
H 4.224 7.516 0.526 0.45
H 4.165 5.839 -0.019 0.33
H 3.335 6.310 1.467 0.36
H -0.266 6.540 0.569 0.48
H -1.658 4.509 0.428 0.54
H 2.953 4.556 -1.497 0.53
S -1.999 0.314 2.124 -0.06
C -1.346 0.081 3.736 0.09
C -1.971 -0.838 4.577 -0.25
C -1.504 -1.005 5.873 -0.60
C -0.407 -0.275 6.309 -0.44
C 0.219 0.636 5.465 -0.64
C -0.258 0.831 4.181 -0.17
H -2.806 -1.416 4.205 0.44
H -1.991 -1.707 6.537 0.41
H -0.040 -0.409 7.319 0.41
H 1.072 1.204 5.814 0.45
H 0.207 1.539 3.510 0.50
```

Properties
Calculated total energy, Ha: -6424.33598
E_HOMO (spin up / spin down), eV: -8.156 / -8.158
Orbital gap (spin up / spin down), eV: 5.91 / 5.91

=====

6.
C22H22BBrN6O2S3SbSn as an isolated structure. Source: the OMol25 dataset; level of theory: ωB97M-V with the def2-TZVPD basis set.

The geometry in XYZ format:
```
59
Properties=species:S:1:pos:R:3:mulliken_charge:R:1
Sn 0.100 0.238 1.183 0.28
O -3.757 -1.254 -0.293 -0.75
C -3.415 -2.136 -1.237 0.52
C -4.373 -3.079 -1.631 -0.62
C -4.095 -4.002 -2.620 -0.27
C -2.851 -4.012 -3.241 -0.79
C -1.903 -3.082 -2.848 -0.45
C -2.154 -2.140 -1.858 -0.24
C -1.050 -1.155 -1.486 1.01
O -1.328 -0.445 -0.348 -0.51
N -0.875 -0.273 -2.662 0.05
N 0.226 0.471 -2.690 -0.32
C 0.213 1.558 -3.368 -0.41
C 1.389 2.401 -3.514 0.30
Br 2.810 2.085 -2.297 -0.14
C 1.531 3.406 -4.388 -0.98
C 0.594 3.766 -5.462 0.48
C 0.404 5.115 -5.773 -0.44
C -0.454 5.503 -6.789 -0.45
C -1.137 4.546 -7.528 -0.42
C -0.942 3.202 -7.245 -0.49
C -0.082 2.814 -6.229 -0.44
H -2.921 -0.722 -0.108 0.25
H -5.334 -3.056 -1.133 0.40
H -4.854 -4.722 -2.906 0.35
H -2.623 -4.738 -4.012 0.36
H -0.923 -3.076 -3.315 0.41
H -0.107 -1.706 -1.403 -0.18
H -1.736 0.201 -2.937 0.39
H -0.698 1.906 -3.860 0.48
H 2.407 4.037 -4.299 0.35
H 0.929 5.865 -5.194 0.39
H -0.594 6.555 -7.000 0.35
H -1.812 4.846 -8.319 0.36
H -1.458 2.445 -7.823 0.37
H 0.082 1.762 -6.038 0.56
B 1.700 -3.312 2.267 0.24
N 2.290 -2.905 0.890 -0.25
C 3.419 -3.399 0.361 -0.37
C 3.677 -2.729 -0.822 -0.97
C 2.618 -1.822 -0.929 -0.26
N 1.793 -1.942 0.108 0.48
N 0.176 -2.998 2.400 -0.28
C -0.651 -3.872 2.993 -0.35
C -1.881 -3.276 3.189 -1.08
C -1.717 -1.992 2.677 0.00
N -0.482 -1.833 2.208 0.53
H 1.793 -4.522 2.341 -0.20
H 2.314 -2.774 3.164 -0.16
H 3.954 -4.188 0.863 0.40
H 4.501 -2.879 -1.500 0.40
H 2.400 -1.096 -1.697 0.35
H -0.296 -4.860 3.227 0.38
H -2.767 -3.706 3.623 0.36
H -2.421 -1.179 2.608 0.42
S -1.461 4.243 4.595 -0.71
Sb -1.309 2.002 4.130 0.55
S -2.082 1.460 1.934 -0.59
S 0.762 0.972 4.177 -0.65
```

Properties
⟨S²⟩: 0.761
Total charge: -2
Calculated total energy, Ha: -5578.69879
2S+1: 2
E_HOMO (spin up / spin down), eV: -1.319 / -1.971
Orbital gap (spin up / spin down), eV: 5.03 / 5.69

=====

7.
C22H22BCoN9O5 as an isolated structure. Source: the OMol25 dataset; level of theory: ωB97M-V with the def2-TZVPD basis set.

The geometry in XYZ format:
```
60
Properties=species:S:1:pos:R:3:mulliken_charge:R:1
Co -0.291 -0.116 -0.646 1.11
C 2.705 2.766 0.062 -1.18
C 1.989 1.930 -0.781 -0.47
N 1.124 1.205 -0.056 -0.05
N 1.260 1.558 1.235 1.03
C 2.213 2.494 1.332 0.09
B 0.436 0.796 2.319 0.31
N -1.060 1.054 2.021 0.70
C -2.065 1.644 2.691 0.07
C -3.235 1.498 1.971 -1.24
C -2.861 0.789 0.833 -0.38
N -1.557 0.532 0.877 0.20
N 0.677 -0.723 2.088 0.76
C 1.121 -1.653 2.944 0.12
C 1.142 -2.883 2.299 -1.36
C 0.683 -2.614 1.020 -0.20
N 0.414 -1.307 0.902 -0.12
N 0.948 1.171 3.687 0.06
C 0.434 1.747 4.810 -0.05
C 1.447 1.875 5.721 -0.85
C 2.584 1.362 5.055 -0.44
N 2.275 0.935 3.849 -1.05
H 3.481 3.460 -0.209 0.47
H 2.053 1.803 -1.850 0.48
H 2.497 2.926 2.276 0.51
H -1.915 2.158 3.622 0.38
H -4.218 1.844 2.240 0.48
H -3.460 0.443 0.006 0.45
H 1.407 -1.407 3.952 0.51
H 1.452 -3.830 2.705 0.45
H 0.534 -3.293 0.196 0.49
H -0.604 1.993 4.934 0.36
H 1.402 2.329 6.696 0.45
H 3.594 1.277 5.421 0.50
O -1.920 -1.560 -1.116 -0.59
C -1.892 -2.534 -1.848 -0.50
C -0.783 -2.925 -2.713 1.03
C -0.876 -4.047 -3.498 -0.42
C 0.199 -4.411 -4.315 -0.30
C 1.389 -3.673 -4.363 -0.50
C 1.506 -2.541 -3.607 -0.76
C 0.424 -2.120 -2.759 0.10
O 0.520 -1.069 -2.082 -0.48
N 0.071 -5.615 -5.171 1.01
O -0.966 -6.230 -5.063 -0.55
O 1.013 -5.868 -5.883 -0.55
H -2.763 -3.206 -1.872 0.45
H -1.777 -4.650 -3.497 0.59
H 2.192 -4.009 -5.005 0.57
H 2.405 -1.938 -3.629 0.53
C -1.182 3.550 -0.558 -0.74
C -1.399 2.694 -1.767 0.91
C -1.962 3.313 -3.006 -1.40
O -1.131 1.494 -1.758 -0.72
H -1.477 4.579 -0.730 0.54
H -0.128 3.519 -0.272 0.06
H -1.754 3.145 0.282 0.03
H -2.146 4.375 -2.887 0.42
H -2.894 2.808 -3.269 0.34
H -1.275 3.152 -3.839 0.35
```

Properties
⟨S²⟩: 8.800
Total charge: +2
Calculated total energy, Ha: -3127.56930
2S+1: 6
E_HOMO (spin up / spin down), eV: -14.013 / -14.009
Orbital gap (spin up / spin down), eV: 6.93 / 3.93

=====

8.
C22H22BrN6O10STl as an isolated structure. Source: the OMol25 dataset; level of theory: ωB97M-V with the def2-TZVPD basis set.

The geometry in XYZ format:
```
63
Properties=species:S:1:pos:R:3:mulliken_charge:R:1
Tl 1.174 1.561 -0.620 1.27
C 3.633 0.245 3.644 -1.55
C 3.220 0.792 2.302 0.65
N 2.019 0.664 1.876 0.15
O 1.204 -0.070 2.740 -0.60
C 4.221 1.452 1.463 0.08
C 5.516 1.953 2.052 -1.55
N 3.966 1.575 0.181 0.10
O 4.850 2.134 -0.559 -0.82
H 3.044 -0.642 3.869 0.45
H 3.437 0.981 4.430 0.29
H 4.694 0.001 3.655 0.35
H 0.433 -0.245 2.187 0.17
H 5.370 2.354 3.060 0.36
H 5.889 2.741 1.398 0.43
H 6.288 1.174 2.097 0.26
Br 5.259 -4.930 -0.061 -0.27
C 3.604 -3.972 -0.006 0.20
C 3.618 -2.591 -0.053 -0.84
C 2.407 -1.909 -0.011 0.20
C 1.203 -2.597 0.071 0.28
C 1.224 -3.989 0.116 -0.49
C 2.422 -4.689 0.081 -0.50
C -0.150 -1.877 0.085 -0.30
O -1.166 -2.597 0.038 -0.86
O -0.121 -0.612 0.153 -0.09
H 4.551 -2.045 -0.121 0.54
H 2.422 -0.827 -0.025 0.14
H 0.276 -4.507 0.181 0.47
H 2.436 -5.771 0.119 0.41
O -2.509 4.724 -0.020 -0.78
C -1.864 3.670 0.116 0.68
O -0.630 3.458 0.011 -0.59
C -2.734 2.419 0.387 -0.42
C -2.262 1.327 1.107 -0.44
C -3.111 0.253 1.350 -0.08
C -4.388 0.200 0.838 -0.05
C -4.834 1.289 0.114 -0.40
C -4.036 2.405 -0.088 -0.64
N -6.196 1.262 -0.420 1.08
O -6.563 2.186 -1.110 -0.65
O -6.899 0.310 -0.149 -0.65
N -2.689 -0.860 2.223 1.31
O -1.678 -0.723 2.873 -0.67
O -3.412 -1.838 2.278 -0.69
H -1.248 1.315 1.478 0.95
H -5.019 -0.656 1.013 0.64
H -4.417 3.267 -0.619 0.52
C -1.691 2.150 -2.903 -1.25
N -1.494 0.737 -3.107 0.20
C -2.361 -0.249 -2.468 0.68
C -1.855 -1.576 -3.044 -0.69
N -0.619 -1.174 -3.724 -0.16
C -0.431 0.175 -3.713 0.12
S 0.887 0.972 -4.354 -0.40
H -2.640 2.469 -3.346 0.27
H -0.873 2.686 -3.375 0.34
H -1.698 2.388 -1.839 0.37
H -3.408 -0.053 -2.708 0.38
H -2.234 -0.220 -1.380 -0.70
H -2.556 -2.005 -3.765 0.26
H -1.670 -2.291 -2.249 0.28
H 0.188 -1.771 -3.748 0.27
```

Properties
Total charge: -2
Calculated total energy, Ha: -5077.08282
E_HOMO, eV: -1.960
Orbital gap, eV: 5.44